Entry 1:
ORCA calculation (ωB97M-V/def2-TZVPD) on a 4-piece molecular cluster, C42H60BrN6O8P overall.

Geometry (Å):
C1 -1.96860 4.14988 0.26449
C2 8.91928 -4.36151 -7.44076
O1 4.09311 -4.56070 -6.61938
C3 6.35347 -4.99517 -6.70924
C4 -3.02144 -3.04188 4.04798
N1 -4.29322 -4.76329 2.96519
H1 8.07221 -2.59024 -8.30818
C5 3.90721 4.97863 -0.26829
C6 -4.34958 4.21943 4.38447
C7 -1.31921 2.79343 0.11311
C8 -1.52863 -1.45125 2.76245
H2 7.16306 -6.77524 -5.83650
H3 -5.15912 4.94280 4.31830
H4 -4.69520 3.42136 5.04182
C9 3.07047 -4.26655 -0.30069
N2 4.80926 -2.78101 0.59937
C10 -4.16109 1.88400 -0.49253
H5 -2.51263 -3.00960 0.72951
H6 -2.71061 6.67324 -2.01426
H7 -1.33921 0.85200 0.75514
H8 5.75436 -3.16710 -7.64917
H9 9.48209 -6.20526 -6.49674
C11 4.42126 3.01434 1.05467
C12 5.74927 3.11181 0.67385
H10 -3.46478 1.82178 3.80856
C13 3.39072 -5.36781 -2.41401
H11 3.03390 -6.03410 -3.18811
H12 -5.95305 -1.14842 -0.76485
H13 -1.23388 3.67465 2.94743
H14 -3.67525 4.46495 2.38393
H15 -3.74441 2.81090 -0.90822
H16 1.64101 -5.58447 -1.18967
H17 -1.79998 3.29489 4.57851
C14 5.10465 -3.90918 -1.56528
C15 -4.91122 -1.39046 -0.94349
H18 -5.28693 -0.22392 1.81582
H19 0.67509 -0.24616 1.32056
C16 -3.16760 0.15050 2.11952
H20 -0.73981 -1.40792 4.71518
H21 7.19684 4.21354 -0.45902
C17 -2.88255 -3.29606 1.70534
C18 3.52577 3.95268 0.57542
C19 2.61021 -5.11674 -1.29309
H22 -4.88933 -2.38631 -1.37506
C20 -3.77038 -4.35303 1.81546
H23 -5.00993 3.29908 2.60075
C21 1.34842 -0.74416 2.01363
H24 -1.90762 4.38513 -1.87175
N3 -1.69545 1.74131 1.05994
H25 -4.39287 -1.44254 0.00664
C22 7.37513 -5.86427 -6.37537
P1 -5.96340 2.09757 -0.79886
C23 -4.57548 -0.11773 2.62472
H26 -1.51116 2.45893 -0.91517
C24 -4.05880 3.64716 2.98911
H27 -0.24272 2.92709 0.17636
C25 -1.75006 5.00856 -0.98945
H28 1.61619 -0.94167 4.11024
O2 4.80917 -6.35015 -5.66560
C26 5.23904 5.06796 -0.63833
H29 5.55938 5.86487 -1.29503
C27 4.31237 -3.67960 -0.45612
H30 -3.72250 5.85019 -0.83474
C28 6.15764 4.13811 -0.16791
H31 -3.48089 4.69577 4.82623
N4 4.97685 -5.32810 -6.30358
C29 -3.45184 0.73566 -1.25413
H32 6.06799 -3.43090 -1.65659
H33 4.08789 2.22196 1.70804
C30 -2.48233 -2.61888 2.84208
H34 -6.09848 1.97029 -2.19529
C31 -2.70764 6.19088 -1.04052
O3 1.81041 2.95860 1.74246
C32 -1.70737 2.91695 3.56354
O4 -2.19180 -0.24128 3.08596
H35 -1.04088 2.06551 3.59632
H36 6.46315 2.38457 1.03520
H37 -6.06337 3.48277 -0.57533
O5 5.89022 -2.25068 0.43132
H38 -2.76211 -2.55534 4.97588
N5 -6.95426 1.26239 0.07806
H39 -1.54536 4.70262 1.09967
Br1 -2.94830 -1.37880 -3.00489
C33 -0.35149 -1.61274 3.71685
H40 -4.34636 -4.41305 4.99469
N6 2.11470 3.84969 0.97964
H41 -4.93483 0.70994 3.23185
C34 -4.26255 -0.39543 -1.88891
H42 9.93184 -4.10968 -7.72624
C35 -2.96809 1.63263 1.70783
H43 3.17948 5.69080 -0.62674
C36 7.87570 -3.50575 -7.76792
H44 -2.91982 1.21875 -2.07012
H45 -7.58498 0.68833 -0.46524
C37 -3.06558 2.48258 3.04078
C38 0.80374 -0.66484 3.43588
H46 0.53942 0.35709 3.68346
H47 -2.46553 6.93083 -0.28053
H48 -2.68717 0.26398 -0.65339
H49 -0.71884 5.35359 -0.99721
C39 6.57728 -3.82052 -7.40224
O6 1.32285 4.65249 0.52377
H50 -2.99912 -0.47952 1.24040
C40 8.66896 -5.53876 -6.74830
O7 4.10480 -2.61450 1.57356
H51 -4.56729 -0.99462 3.26466
H52 -4.06933 -4.88957 0.92424
H53 -3.04107 4.08183 0.43023
C41 -3.91246 -4.09470 4.05618
C42 4.63349 -4.76410 -2.54771
H54 5.23626 -4.96394 -3.42260
H55 -4.96828 -0.02672 -2.62302
H56 1.52632 -1.77720 1.72131
H57 2.29834 -0.22446 1.97132
H58 2.47624 -4.06286 0.57730
H59 -1.14079 -1.42076 1.73766
H60 -0.01671 -2.64894 3.70580
O8 -4.11389 1.98887 0.91576

Net charge ... 0
Highest occupied orbital energy ... -8.317 eV
Structure (SMILES) ... CCCCN[C@@](O[C@@H](C[C@H](C)Br)[PH2]=N)([C@H](C)O[C@@H](CCC)c1ccncc1)[C@@H](C)CC.O=[N+]([O-])c1ccccc1.O=[N+]([O-])c1ccccc1.O=[N+]([O-])c1ccccc1
HOMO-LUMO gap ... 7.54 eV
Strongest force on any atom ... 0.0176 hartree/bohr

Results of the Mulliken charge analysis, in e, for atoms 1 through 4: C -0.03; C -0.42; O -0.61; C 0.16


Entry 2:
ORCA calculation (ωB97M-V/def2-TZVPD) on C29H85Br3N16O12P4 as an isolated structure in a non-equilibrium geometry.

Geometry (Å):
H1 -22.38142 -28.18033 -20.01079
H2 -19.98259 -21.86829 -22.77409
H3 -22.70073 -20.24277 -20.52453
Br1 -20.56853 -23.92627 -14.99785
H4 -26.81443 -21.86533 -16.73100
H5 -23.67165 -25.69509 -14.93088
H6 -21.58607 -23.96408 -9.94884
H7 -26.18048 -22.74453 -10.69614
H8 -25.93993 -18.89327 -18.32942
H9 -18.11016 -25.64433 -20.31265
H10 -24.25498 -25.98545 -18.33147
H11 -21.03161 -27.15049 -25.45531
C1 -16.16497 -25.74340 -18.49367
N1 -24.31517 -22.39959 -11.75601
H12 -22.19565 -21.24820 -13.57189
H13 -22.21986 -30.72188 -15.91913
C2 -24.89679 -18.58679 -18.40695
H14 -23.89526 -28.65119 -20.81951
H15 -21.24022 -23.97892 -25.05514
H16 -23.72506 -22.38100 -15.65564
H17 -22.47944 -24.68355 -23.56249
H18 -22.79870 -26.24589 -22.57736
C3 -22.33520 -25.75627 -23.43382
C4 -23.03742 -26.53097 -15.22610
O1 -21.56809 -28.50180 -17.46728
H19 -26.17943 -22.82658 -12.52887
H20 -23.05290 -18.07976 -16.28566
H21 -25.86613 -29.84631 -16.15034
H22 -18.38745 -22.38254 -23.43787
H23 -22.17545 -19.14977 -15.08280
O2 -18.28705 -25.72711 -23.47767
H24 -20.56791 -21.97960 -9.76937
C5 -20.68937 -27.40050 -24.45109
H25 -17.16257 -26.03545 -18.16562
O3 -22.78340 -22.08397 -18.38137
H26 -16.00953 -26.06951 -19.52207
N2 -24.78865 -21.20839 -16.79519
N3 -20.97087 -26.20792 -23.63486
O4 -17.20107 -29.21697 -15.63172
H27 -17.81152 -18.39185 -19.62820
C6 -25.98991 -21.67294 -17.41748
H28 -24.02986 -19.33656 -21.02085
C7 -21.06657 -24.96768 -20.48658
H29 -17.49055 -22.49538 -14.46538
N4 -23.48471 -26.87159 -16.59234
N5 -19.96402 -25.54876 -21.25949
O5 -14.38021 -25.22212 -17.17415
H30 -22.01576 -26.16761 -15.11529
O6 -23.56809 -20.17550 -10.40364
H31 -22.85304 -23.76401 -12.31458
C8 -19.23271 -22.65864 -22.80746
H32 -22.81874 -26.15156 -24.32715
H33 -24.47547 -21.21800 -14.67458
H34 -25.42749 -22.63681 -15.22473
N6 -23.97032 -19.65194 -18.86305
H35 -26.03873 -21.26702 -11.68139
N7 -19.99804 -23.74425 -23.38841
H36 -25.76951 -28.24218 -17.67756
O7 -18.55806 -28.11955 -16.80289
H37 -23.72328 -31.52158 -15.55962
C9 -20.34390 -23.42812 -24.76997
H38 -24.88195 -17.80184 -19.16309
H39 -20.52957 -21.03336 -17.31873
P1 -23.38683 -20.90632 -17.81044
H40 -20.57288 -21.75608 -13.37114
Br2 -17.66620 -25.11234 -15.40685
H41 -22.77105 -18.53084 -20.06211
H42 -24.34628 -23.84134 -13.29958
H43 -20.53665 -20.34840 -10.32029
C10 -19.28690 -24.59253 -16.34349
C11 -17.81214 -21.45480 -14.50867
H44 -18.94416 -27.23081 -21.00753
H45 -20.48453 -22.35749 -24.91860
H46 -23.24685 -24.62971 -9.96612
P2 -23.06855 -28.30555 -17.21886
P3 -23.15815 -21.55636 -10.73697
H47 -16.16311 -19.17424 -19.66424
C12 -23.35450 -19.44494 -20.17218
O8 -18.25783 -20.19089 -12.56618
C13 -25.09156 -29.34274 -15.57193
O9 -16.18431 -20.58358 -13.02034
H48 -18.89305 -21.54878 -14.61320
N8 -24.00140 -28.52033 -18.61854
O10 -18.17999 -20.56891 -18.29581
H49 -18.92553 -22.76505 -21.76707
H50 -25.79468 -29.28789 -19.14504
N9 -18.35394 -29.00404 -15.99960
H51 -18.98016 -30.62574 -14.90447
C14 -22.55135 -23.97369 -9.44263
H52 -20.43189 -20.03891 -15.88494
N10 -21.58961 -21.67403 -11.54267
O11 -16.37731 -20.04143 -17.30363
H53 -24.30854 -24.52147 -11.61547
H54 -19.29197 -26.45948 -19.43064
H55 -20.04748 -30.39198 -16.28775
H56 -21.09490 -20.09390 -12.74648
H57 -22.63780 -25.47257 -17.89423
N11 -17.21065 -19.86206 -18.14114
H58 -26.43409 -20.86392 -17.99740
H59 -22.25009 -21.84041 -7.47953
H60 -16.29551 -24.66264 -18.43890
H61 -23.90525 -22.47064 -7.37011
P4 -19.67128 -25.32677 -22.99486
C15 -16.95987 -18.75264 -19.05146
C16 -23.25347 -30.82152 -16.25049
H62 -19.52958 -23.68498 -25.44746
H63 -22.98959 -29.82359 -19.88251
H64 -20.16187 -29.27725 -14.93659
H65 -16.60519 -17.92417 -18.43830
H66 -23.72090 -21.02036 -7.98806
C17 -22.88819 -19.08782 -15.90514
C18 -21.34273 -21.14401 -12.90125
C19 -23.94268 -23.74852 -12.29132
C20 -18.97674 -26.28886 -20.46002
H67 -20.55118 -19.30283 -17.53467
H68 -21.14818 -28.34272 -24.15140
H69 -20.88656 -24.06085 -19.90921
H70 -19.63058 -27.65930 -24.44120
H71 -22.45847 -24.30803 -8.40934
Br3 -19.08098 -23.40971 -17.97386
H72 -23.21713 -27.31768 -14.49336
C21 -24.68636 -21.88910 -15.50719
C22 -25.44314 -28.35151 -18.71178
H73 -19.50979 -21.51917 -11.03525
C23 -23.18752 -21.97041 -8.02028
N12 -14.92322 -26.14457 -17.74426
H74 -22.01064 -24.94395 -21.03089
N13 -22.37029 -20.03884 -16.74538
H75 -23.83959 -19.39888 -15.47364
N14 -17.41513 -20.74619 -13.22055
H76 -25.80617 -27.49104 -19.27383
H77 -25.84959 -22.48727 -18.12831
N15 -23.80447 -29.45762 -16.19323
C24 -20.52974 -21.37815 -10.67761
H78 -19.82662 -25.45999 -16.72338
H79 -17.19582 -21.08022 -15.32594
H80 -25.41208 -28.30244 -15.51603
H81 -23.87209 -24.70697 -17.05464
C25 -19.46525 -29.87323 -15.52617
H82 -24.95845 -29.81069 -14.59652
C26 -23.28963 -28.77645 -19.92193
C27 -23.63094 -25.67520 -17.49336
H83 -23.11369 -31.26355 -17.23698
H84 -24.64265 -18.13259 -17.44923
H85 -21.36733 -25.74991 -19.78961
C28 -20.88453 -20.10348 -16.87441
O12 -14.50005 -27.33692 -17.67033
C29 -25.80642 -22.33086 -11.63265
N16 -23.15420 -22.60437 -9.40828

Net charge ... 0
Highest occupied orbital energy ... -8.103 eV
Relative energy (zero: lowest compared OMol25 entry of this formula, charge and spin) ... 4.089 eV
HOMO-LUMO gap ... 7.49 eV
Strongest force on any atom ... 0.0968 hartree/bohr

Results of the Mulliken charge analysis, in e, for atoms 1 through 4: H 0.22; H 0.39; H 0.24; Br 0.11


Entry 3:
ORCA calculation (ωB97M-V/def2-TZVPD) on C17H19ClF4N3Pt as an isolated structure.

Geometry (Å):
Cl1 1.90924 -4.85030 -2.64555
C1 1.79100 2.42174 -0.13015
H1 -0.90493 2.96811 0.87529
N1 -1.59687 0.32371 -0.17321
H2 -3.52721 -0.20918 -0.74536
H3 -3.71383 1.47141 1.31143
H4 5.55214 3.45834 0.34243
H5 -1.64216 -0.77765 1.61782
N2 0.52496 1.92205 -0.29389
H6 0.14904 -4.73668 1.87547
F1 3.78183 5.37915 0.38990
F2 1.24007 4.71120 0.11168
H7 -2.74969 2.11437 -0.41472
H8 -2.33857 -0.23447 -2.03687
C2 1.18034 -2.73109 -1.18414
F3 5.07998 0.87669 0.04253
C3 0.34206 -2.81812 0.96632
C4 -3.36382 0.50370 1.67296
C5 2.16903 3.74445 0.06830
C6 4.16553 1.84614 0.03364
H9 1.48265 -2.12719 -2.02527
C7 -2.40967 -2.02447 -0.87552
H10 -0.72120 3.57874 -0.75413
C8 -2.51451 -0.52151 -1.00380
C9 1.30032 -4.10439 -1.22493
C10 2.84868 1.51585 -0.13035
C11 3.49932 4.09189 0.21617
C12 -1.91419 0.22581 1.29977
H11 -4.04506 -0.26765 1.31291
N3 0.68680 -2.09536 -0.10589
H12 -1.70479 1.67793 -1.76340
C13 -0.70585 2.66566 -0.16064
H13 -0.00992 -2.26460 1.82414
C14 0.44319 -4.19224 0.98909
F4 2.51168 0.14965 -0.22799
H14 -3.43584 0.51894 2.76101
Pt1 0.40040 -0.00906 -0.28481
H15 -1.42745 -2.37954 -1.16535
H16 -3.13479 -2.47177 -1.55739
H17 1.01340 -5.93367 -0.14644
C15 0.92204 -4.85585 -0.12679
H18 -2.64260 -2.38250 0.13099
C16 -1.76048 1.73765 -0.67935
C17 4.52248 3.16483 0.20292
H19 -1.25274 0.91929 1.81117

Net charge ... +1
Highest occupied orbital energy ... -10.640 eV
Relative energy (zero: lowest compared OMol25 entry of this formula, charge and spin) ... 0.000 eV
HOMO-LUMO gap ... 7.30 eV
Strongest force on any atom ... 0.0191 hartree/bohr

Results of the natural (NBO) charge analysis, in e, for atoms 1 through 4: Cl 0.08; C 0.08; H 0.19; N -0.35


Entry 4:
ORCA calculation (ωB97M-V/def2-TZVPD) on a 2-piece molecular cluster, C4H8NO4 overall in a non-equilibrium geometry.

Geometry (Å):
O1 -3.22405 -1.32555 1.97066
C1 -0.46021 -0.16859 1.02453
N1 0.89926 0.07951 -1.10661
H1 1.36394 -1.78493 -0.58126
H2 0.46981 2.00000 -1.53088
H3 1.49534 1.80284 -0.07672
C2 1.36614 1.49777 -1.16756
H4 2.20756 1.71426 -1.76300
H5 -2.49071 -1.38012 1.18439
H6 -0.93613 -0.90279 -0.91676
C3 -0.49100 0.04270 -0.61506
H7 -2.71975 -0.67722 2.44992
H8 -1.05688 1.02527 -0.75397
O2 -1.45073 0.48473 1.43390
C4 1.81011 -0.79818 -0.63475
O3 3.00316 -0.60048 -0.54432
O4 0.21414 -1.00921 1.62748

Net charge ... -1
Highest occupied orbital energy ... -4.521 eV
Relative energy (zero: lowest compared OMol25 entry of this formula, charge and spin) ... 2.222 eV
HOMO-LUMO gap ... 8.20 eV
Strongest force on any atom ... 0.0786 hartree/bohr

Results of the natural (NBO) charge analysis, in e, for atoms 1 through 4: O -0.98; C 0.75; N -0.45; H 0.11